No. 1
C3H2S5 as an isolated structure at a distorted geometry, computed with the ωB97M-V functional and the def2-TZVPD basis.

Last column: natural (NBO) charge in e.
Atoms and positions in Å:
S (0.3010, -0.0865, 2.8762)  0.26
S (-1.4530, 0.1765, -1.7521)  0.10
S (0.6623, 1.5474, 0.1639)  0.35
S (-1.3894, -1.2315, 2.5612)  0.18
S (1.5276, -0.7377, -1.6334)  -0.03
C (0.2196, 0.5992, -1.4642)  -0.61
C (-0.1037, 0.3898, 1.1665)  -0.51
C (-1.3265, -0.1870, 1.1294)  -0.09
H (0.8998, -1.6959, -0.9273)  0.13
H (0.6623, 1.2258, -2.1201)  0.22

HOMO (alpha / beta): -8.6 / -8.7 eV
HOMO-LUMO gap (alpha / beta): 0.2100 / 0.2104 Ha
Total charge: 0
Lowest unoccupied orbital energy (alpha / beta): -2.9 / -2.9 eV

---

No. 2
A 11-piece molecular cluster, C3H30N2O10S overall at a distorted geometry, computed with the ωB97M-V functional and the def2-TZVPD basis.

Last column: natural (NBO) charge in e.
Atoms and positions in Å:
S (0.4198, -2.8936, 3.8478)  -0.10
O (2.7820, 1.2749, 0.5234)  -0.96
O (3.2381, 0.5051, 3.1351)  -0.96
O (0.0312, 1.0140, 3.5832)  -0.97
O (-4.2521, 0.7807, -0.6439)  -0.91
O (-1.9902, 0.3014, -3.5301)  -0.92
O (-0.9950, 2.7865, 1.4252)  -0.99
O (-0.6199, 2.3538, -0.9603)  -1.00
O (-0.1851, 2.0969, -3.6086)  -0.99
O (2.0712, 2.2226, -1.9317)  -0.97
O (2.8690, -0.6076, -2.8207)  -0.97
N (0.5274, -1.3824, 1.1237)  -0.87
N (-2.0621, -2.0592, -0.8249)  -0.84
C (-1.1767, -2.8672, -0.0454)  -0.21
C (-0.6297, -2.1666, 1.3384)  -0.08
C (-0.1637, -3.3347, 2.1523)  -0.47
H (-0.0781, 1.0051, 2.6268)  0.48
H (-0.3485, -3.3526, -0.5774)  0.19
H (2.6340, 0.6729, 3.9862)  0.49
H (-1.5966, 3.5615, 1.0844)  0.48
H (2.1804, 1.3460, -1.7063)  0.50
H (1.8703, 2.7952, -1.1793)  0.48
H (-3.7334, 0.7496, -1.4296)  0.46
H (-0.1718, 2.2511, -1.7766)  0.50
H (-3.9352, -0.1282, -0.4158)  0.45
H (3.6209, 0.9740, 0.4288)  0.47
H (-0.7541, 1.4795, 4.0204)  0.49
H (-0.2767, 2.7268, 0.7534)  0.50
H (2.7256, -0.1049, 2.6475)  0.47
H (0.7174, -3.6685, 1.5585)  0.19
H (-1.0092, 2.6057, -3.5951)  0.49
H (2.7462, 1.8988, 1.2194)  0.49
H (-0.7752, -4.0861, 2.2469)  0.20
H (-1.5189, 0.3916, -4.2672)  0.47
H (0.7364, -1.5452, 3.7703)  0.16
H (-1.9303, -3.7479, 0.3142)  0.18
H (0.4521, -0.4022, 1.1186)  0.38
H (-2.8739, -1.6500, -0.3405)  0.35
H (1.1016, -1.7861, 0.2914)  0.37
H (0.6111, 2.7133, -3.4040)  0.51
H (2.0088, -1.0121, -3.0877)  0.48
H (-1.4796, -1.6078, 1.7227)  0.20
H (-1.6283, -1.3583, -1.3776)  0.35
H (-1.2229, 0.0230, -3.0088)  0.46
H (-1.5453, 2.0389, -0.9847)  0.49
H (3.6092, -0.8077, -3.4026)  0.49

HOMO: -8.4 eV
HOMO-LUMO gap: 0.3028 Ha
Total charge: 0
Lowest unoccupied orbital energy: -0.2 eV
SMILES: NC[C@H](N)CS.O.O.O.O.O.O.O.O.O.O

---

No. 3
A 13-piece molecular cluster, C3H31N2O14 overall at a distorted geometry, computed with the ωB97M-V functional and the def2-TZVPD basis.

Last column: natural (NBO) charge in e.
Atoms and positions in Å:
O (0.5372, -0.6660, 3.7875)  -0.96
O (-1.8615, 4.2528, 0.9696)  -0.97
O (-2.6568, -2.1523, 0.6972)  -0.98
O (-0.7466, -1.7667, -3.9325)  -0.94
O (1.3962, -0.1934, 1.5475)  -0.82
O (1.1020, -1.7359, -0.0149)  -0.84
O (-1.5895, 1.8107, 2.1637)  -1.00
O (1.8296, 1.8725, -3.1765)  -0.98
O (0.8445, 2.6240, 2.9619)  -0.99
O (4.1151, -1.4980, 0.4756)  -0.98
O (-0.3039, -2.5080, 2.4712)  -0.98
O (-1.1620, -4.0357, -1.1249)  -0.97
O (2.1099, -0.5382, -2.1904)  -1.01
O (2.8029, 2.8563, 1.0421)  -0.95
N (-0.4498, -0.0132, 0.1880)  -0.74
N (-2.6501, 1.4920, -2.2354)  -0.88
C (-1.3283, 0.9565, -2.0608)  -0.22
C (-1.2449, -0.2254, -0.9789)  -0.25
C (0.7951, -0.6682, 0.5658)  0.90
H (-1.4958, -2.2924, -3.6374)  0.47
H (-0.5774, 1.5931, -1.5721)  0.22
H (-2.3054, -0.5092, -0.7943)  0.20
H (-1.0319, 4.3641, 1.4287)  0.47
H (-2.9884, 2.2614, -1.6782)  0.37
H (-0.6016, -3.3340, -1.4939)  0.48
H (1.3543, 2.8410, 2.1676)  0.50
H (3.2664, 2.2198, 1.5989)  0.48
H (-0.9548, -0.8896, -3.5437)  0.47
H (-3.4517, 0.9339, -2.3874)  0.36
H (-2.5643, -2.9287, 1.2821)  0.46
H (3.5660, -1.0186, 1.1029)  0.49
H (-1.8911, -3.5963, -0.7101)  0.48
H (0.3027, -2.8262, 1.7652)  0.51
H (0.0958, -0.2026, 3.0813)  0.46
H (-0.9861, 0.6382, -3.0919)  0.15
H (1.6234, 1.1712, -2.5313)  0.50
H (1.4727, 1.6048, -4.0275)  0.46
H (2.8087, 2.3775, 0.1959)  0.49
H (1.6655, -1.1933, -1.6300)  0.51
H (-0.8323, 2.1611, 2.6878)  0.50
H (1.2176, 1.8089, 3.3172)  0.50
H (-1.3663, 0.8707, 2.1397)  0.47
H (1.1605, -1.1808, 3.2587)  0.49
H (-0.6160, -3.2470, 3.0064)  0.47
H (3.5904, -2.2298, 0.1326)  0.48
H (3.0638, -0.6438, -2.2057)  0.49
H (-0.3486, 0.9629, 0.3898)  0.39
H (-1.8487, -1.7534, 1.1908)  0.51
H (-0.8259, -1.1398, -1.4876)  0.20
H (-2.0406, 3.3128, 0.8895)  0.50

HOMO: -6.3 eV
HOMO-LUMO gap: 0.3261 Ha
Total charge: -1
Lowest unoccupied orbital energy: 2.6 eV

---

No. 4
A 12-piece molecular cluster, C3H31N3O12 overall at a distorted geometry, computed with the ωB97M-V functional and the def2-TZVPD basis.

Last column: natural (NBO) charge in e.
Atoms and positions in Å:
O (-4.6994, -0.5837, -0.3982)  -0.99
O (0.8022, 3.7767, 1.6032)  -0.97
O (3.4852, -0.1357, 3.3471)  -0.94
O (-2.7670, -2.3486, 1.7554)  -0.96
O (-3.1289, -1.3912, -2.6967)  -0.97
O (-3.5717, 1.5159, 1.6049)  -0.96
O (0.0450, -0.9346, 2.6148)  -0.71
O (-2.5417, 1.1553, -3.6444)  -0.94
O (2.9744, -2.8528, 0.6191)  -0.95
O (1.5766, -2.4533, -2.1630)  -1.04
O (-0.2926, -0.6626, -3.1948)  -0.97
O (0.7111, 1.6917, 3.5996)  -1.01
N (2.3632, 1.8290, -2.1306)  -0.83
N (0.2505, -1.8805, 0.5259)  -0.88
N (1.2229, 0.1918, 1.0424)  -0.66
C (1.9612, 0.3933, -0.1780)  -0.24
C (0.4200, -0.8578, 1.4336)  0.79
C (1.7287, 1.7331, -0.8493)  -0.22
H (3.2077, -0.6937, 2.5767)  0.49
H (-3.5944, -0.7946, -3.2239)  0.45
H (1.7870, 4.0496, 1.8099)  0.47
H (-2.5654, -1.9065, 2.5641)  0.49
H (3.0599, 0.1510, -0.0701)  0.18
H (-2.2764, 2.0175, -3.2627)  0.47
H (2.2876, -3.4778, 0.4627)  0.47
H (-2.7119, 1.4843, 2.1118)  0.49
H (-3.7515, -1.2344, -1.9342)  0.50
H (-1.1768, -0.8634, -3.5652)  0.52
H (-3.4915, 2.3376, 1.1149)  0.47
H (1.5760, -3.2846, -2.6068)  0.48
H (0.6775, 2.0391, -0.9038)  0.19
H (-2.2426, -2.0015, 1.0205)  0.47
H (0.8063, -1.8166, -2.5721)  0.53
H (1.6155, -0.2507, -0.9590)  0.19
H (2.1407, 1.1613, -2.8262)  0.36
H (-0.3985, -2.6088, 0.7264)  0.40
H (1.0524, 1.0071, 1.5578)  0.42
H (-0.3249, 0.2027, -2.6694)  0.49
H (3.4571, 0.7921, 2.9530)  0.46
H (0.9213, -1.9861, -0.2513)  0.43
H (1.3286, 2.1435, 4.1727)  0.48
H (0.6553, 0.7344, 3.7237)  0.53
H (3.3441, 1.8124, -1.9403)  0.35
H (0.4860, 3.2870, 2.3755)  0.49
H (-4.6689, -1.3342, 0.1811)  0.50
H (3.2062, -2.5404, -0.3156)  0.48
H (-2.8126, 0.6882, -2.9325)  0.46
H (2.2271, 2.4749, -0.2579)  0.19
H (-4.3608, 0.2244, 0.0490)  0.51

HOMO: -9.4 eV
HOMO-LUMO gap: 0.3380 Ha
Total charge: 0
Lowest unoccupied orbital energy: -0.2 eV
SMILES: NCCNC(N)=O.O.O.O.O.O.O.O.O.O.O.O

---

No. 5
A 12-piece molecular cluster, C3H31N3O12 overall at a distorted geometry, computed with the ωB97M-V functional and the def2-TZVPD basis.

Last column: natural (NBO) charge in e.
Atoms and positions in Å:
O (-1.1246, -3.2671, -0.0565)  -0.97
O (3.6389, -0.9245, 1.5438)  -0.97
O (-0.1021, 1.2250, 1.9527)  -0.77
O (-2.5156, 2.2828, 2.0450)  -0.99
O (1.7652, 3.0853, 2.7378)  -0.97
O (-3.8794, -0.3517, 0.6332)  -0.99
O (-0.9808, -0.6984, -3.5138)  -0.97
O (2.5362, -3.5750, 1.8284)  -0.94
O (-0.0753, 2.8101, -2.0360)  -0.95
O (3.4362, 1.7788, 0.8993)  -1.00
O (-2.0875, 1.3372, -0.5396)  -0.99
O (-2.7984, -1.4809, -1.5823)  -0.99
N (2.2387, 0.8539, -2.3558)  -0.83
N (0.7448, 0.1790, 0.1472)  -0.62
N (-0.8236, -0.8739, 1.5554)  -0.89
C (0.4966, -0.5426, -1.0960)  -0.26
C (1.7792, -0.4796, -1.9033)  -0.23
C (-0.0802, 0.2281, 1.2088)  0.83
H (-1.5618, 2.4839, 2.0411)  0.51
H (2.9311, 2.3215, 1.5329)  0.49
H (-0.8220, 3.0644, -1.4767)  0.48
H (-2.7614, 2.0262, 2.9344)  0.49
H (-1.8531, -0.8398, -3.0801)  0.49
H (-4.4416, 0.3695, 0.9296)  0.48
H (-0.8133, -1.7532, 1.0437)  0.43
H (3.1468, -1.7588, 1.6520)  0.48
H (1.2796, 1.0120, -0.0334)  0.43
H (1.1024, 2.3821, 2.5981)  0.51
H (-0.4057, 2.0196, -2.4782)  0.47
H (1.7908, -1.0628, -2.8194)  0.21
H (1.8654, -3.6686, 1.1340)  0.48
H (2.0341, -3.7294, 2.6351)  0.47
H (-1.0753, -1.3405, -4.2310)  0.47
H (2.6055, -0.8041, -1.2646)  0.18
H (-1.3723, -4.0976, 0.3542)  0.48
H (-3.0495, -0.3449, 1.1286)  0.50
H (-2.3509, 1.7213, 0.3167)  0.51
H (-2.8499, 1.3934, -1.1235)  0.48
H (-0.2659, -0.0220, -1.6760)  0.21
H (2.6688, 1.3566, -1.5817)  0.36
H (0.0966, -1.5455, -0.9823)  0.21
H (3.1835, -0.6071, 0.7488)  0.47
H (-2.3107, -0.9589, -0.9316)  0.50
H (1.4825, 1.4819, -2.6172)  0.36
H (4.1426, 1.3749, 1.4127)  0.49
H (-1.5784, -3.2792, -0.9049)  0.51
H (1.6716, 3.6909, 1.9873)  0.47
H (-0.9501, -0.9685, 2.5459)  0.40
H (-3.7075, -1.5039, -1.2629)  0.50

HOMO: -8.9 eV
HOMO-LUMO gap: 0.3193 Ha
Total charge: 0
Lowest unoccupied orbital energy: -0.2 eV
SMILES: NCCNC(N)=O.O.O.O.O.O.O.O.O.O.O.O

---

No. 6
A 12-piece molecular cluster, C3H32N2O11S overall at a distorted geometry, computed with the ωB97M-V functional and the def2-TZVPD basis.

Last column: natural (NBO) charge in e.
Atoms and positions in Å:
S (0.9810, -3.0055, -3.6316)  -0.06
O (1.8591, -1.0098, 2.0241)  -1.00
O (-3.1851, 2.1320, -1.6989)  -0.98
O (-2.4739, 4.0970, 0.2367)  -0.97
O (3.2531, -3.3964, 1.9884)  -0.95
O (-1.0180, 1.8391, -3.8899)  -0.98
O (0.1402, -0.2320, 4.2003)  -0.94
O (-0.8567, 0.8434, 0.8914)  -1.03
O (-2.4144, -1.3145, 1.1006)  -0.97
O (-0.3566, -2.3478, 2.3720)  -0.97
O (0.4446, 2.0179, 3.2100)  -0.97
O (-0.5215, 3.7030, -1.7534)  -0.98
N (2.3190, 0.1018, -0.6504)  -0.88
N (-0.3508, -0.2889, -1.9357)  -0.90
C (0.2229, -2.7230, -1.9930)  -0.50
C (1.9698, -0.8263, -1.7146)  -0.22
C (0.5354, -1.3333, -1.4441)  -0.07
H (-0.8577, -2.9031, -2.0341)  0.23
H (-1.4265, 0.1081, 1.1364)  0.49
H (3.2054, 0.5834, -0.7444)  0.37
H (-1.2559, 3.1765, -2.0972)  0.49
H (-0.5186, 0.4267, -1.2215)  0.41
H (-1.9195, 1.6107, -3.5248)  0.48
H (2.7326, -1.6137, -1.6743)  0.19
H (0.2185, -2.1642, -4.3518)  0.12
H (-3.2753, 3.1076, -1.6921)  0.49
H (-0.4280, 1.1561, 1.7278)  0.50
H (2.3658, -3.0232, 2.1445)  0.48
H (2.6047, -0.4323, 2.1722)  0.50
H (-0.3760, -2.7130, 3.2402)  0.47
H (-3.1220, 1.8376, -0.7893)  0.49
H (-1.9589, 4.6929, -0.2763)  0.48
H (0.4491, -1.7719, 2.3896)  0.51
H (-0.5112, 1.0756, -3.5783)  0.49
H (1.0343, -0.1078, 3.9520)  0.48
H (2.0629, -0.4980, -2.7497)  0.19
H (3.2258, -3.6944, 1.1023)  0.46
H (-1.8532, 3.3660, 0.4653)  0.49
H (0.6425, -3.5279, -1.3933)  0.23
H (-0.1449, 4.0124, -2.5942)  0.48
H (0.9020, 2.8335, 3.0358)  0.49
H (0.5308, -1.4692, -0.3581)  0.18
H (-1.7024, -1.5595, 1.7268)  0.50
H (-0.1627, 2.0757, 3.9178)  0.50
H (1.6336, 0.8511, -0.5550)  0.37
H (1.5597, -0.6608, 1.1518)  0.52
H (-1.2430, -0.5679, -2.3421)  0.38
H (-3.1817, -1.4646, 1.6870)  0.47
H (0.2217, -0.9991, 4.8152)  0.46

HOMO: -9.0 eV
HOMO-LUMO gap: 0.3281 Ha
Total charge: 0
Lowest unoccupied orbital energy: 0.0 eV
SMILES: NC[C@@H](N)CS.O.O.O.O.O.O.O.O.O.O.O